# 1
A cluster of 8 separate species, C52H78BrClF5IN7O15PS in total at a distorted geometry, computed with ωB97M-V/def2-TZVPD.

Geometry (Å):
C 5.448 5.406 1.325
C 4.409 4.701 0.509
C 4.207 3.075 0.406
C 5.121 2.078 -0.579
C 6.252 2.828 -1.498
C 5.668 3.911 -2.580
C 4.481 3.349 -3.560
Cl 3.821 4.593 -4.777
C 4.855 0.427 -0.561
C 5.805 -0.482 -1.539
C 5.131 -0.748 -3.047
O 5.850 -1.450 -3.927
I 3.144 -0.076 -3.669
C 3.711 -0.279 0.376
P 3.341 -2.144 0.532
C 3.721 -3.122 -1.063
C 4.572 -2.836 1.874
C 6.096 -2.252 1.717
C 2.791 0.745 1.327
C 3.029 2.400 1.335
C 2.015 3.294 2.322
O 2.433 4.339 3.050
C 0.436 2.741 2.325
C -0.887 3.710 2.321
C -0.639 5.349 2.365
C -0.591 5.896 3.945
O -1.452 5.334 4.814
O 0.292 6.974 4.422
C -2.395 3.005 2.269
Br -3.943 4.312 2.214
C -2.675 1.389 2.227
S -4.341 0.542 2.114
O -5.544 1.378 2.608
O -4.416 -0.825 2.891
C -4.685 0.072 0.294
F -6.134 -0.301 0.100
F -3.922 -1.169 -0.108
C -4.237 1.237 -0.769
F -4.843 2.552 -0.458
F -2.756 1.271 -0.957
F -4.796 0.812 -2.107
C -1.323 0.406 2.283
O -1.447 -1.066 2.287
C -1.348 -1.626 3.643
C -0.716 -3.163 3.458
C -0.859 -3.682 1.883
C 0.197 1.086 2.330
C 1.598 0.172 2.351
O 1.745 -0.885 3.154
H 5.946 4.886 2.251
H 5.825 6.504 1.048
H 3.709 5.393 -0.148
H 6.982 2.118 -2.073
H 6.933 3.451 -0.741
H 5.297 4.924 -2.126
H 6.582 4.192 -3.294
H 4.932 2.424 -4.164
H 3.635 2.871 -2.871
H 5.994 -1.507 -0.970
H 6.871 -0.035 -1.753
H 3.210 -4.192 -0.928
H 4.881 -3.367 -1.202
H 3.259 -2.677 -2.046
H 4.480 -4.008 1.785
H 4.083 -2.563 2.928
H 6.167 -1.131 1.387
H 6.666 -2.997 0.983
H 6.623 -2.371 2.762
H -1.491 5.951 1.835
H 0.431 5.556 1.889
H 1.263 6.745 4.325
H -2.368 -1.778 4.196
H -0.586 -1.029 4.324
H -1.284 -3.948 4.135
H 0.436 -3.172 3.741
H -1.962 -3.496 1.470
H -0.038 -3.156 1.197
H -0.681 -4.854 1.786
C 3.607 -4.135 -8.118
O 4.087 -5.243 -7.912
N 3.833 -3.011 -7.352
C 3.226 -1.734 -7.663
C 4.704 -3.110 -6.199
H 2.931 -3.949 -8.969
H 4.018 -1.000 -7.839
H 2.614 -1.417 -6.814
H 2.596 -1.802 -8.554
H 5.694 -3.439 -6.528
H 4.296 -3.854 -5.508
H 4.786 -2.144 -5.694
C 1.791 8.516 -5.582
O 2.130 8.047 -4.502
N 1.494 7.786 -6.713
C 1.100 8.419 -7.955
C 1.578 6.342 -6.660
H 1.696 9.604 -5.732
H 0.103 8.063 -8.232
H 1.817 8.144 -8.734
H 1.078 9.507 -7.854
H 0.893 5.974 -5.890
H 2.598 6.054 -6.390
H 1.315 5.904 -7.626
C -7.707 5.584 1.056
O -8.181 6.577 0.518
N -8.354 4.788 1.977
C -7.721 3.627 2.569
C -9.708 5.121 2.366
H -6.683 5.242 0.832
H -8.315 2.740 2.329
H -7.683 3.760 3.654
H -6.705 3.493 2.188
H -10.346 5.111 1.477
H -9.718 6.127 2.796
H -10.087 4.403 3.098
C 6.879 -5.926 -3.678
O 7.218 -6.395 -2.599
N 6.582 -6.655 -4.810
C 6.188 -6.023 -6.052
C 6.666 -8.100 -4.756
H 6.784 -4.837 -3.829
H 5.191 -6.378 -6.328
H 6.905 -6.297 -6.831
H 6.166 -4.935 -5.951
H 5.981 -8.468 -3.986
H 7.687 -8.387 -4.487
H 6.403 -8.538 -5.723
C 1.845 -6.423 4.624
O 1.327 -5.660 3.819
N 2.580 -6.043 5.727
C 3.162 -7.010 6.634
C 2.777 -4.633 5.989
H 1.758 -7.517 4.519
H 2.756 -6.846 7.636
H 4.247 -6.871 6.651
H 2.937 -8.033 6.319
H 1.800 -4.154 6.113
H 3.285 -4.179 5.133
H 3.375 -4.487 6.892
C -13.290 2.242 1.401
O -13.862 1.554 2.238
N -12.433 1.772 0.429
C -11.795 2.654 -0.526
C -12.160 0.352 0.360
H -13.428 3.335 1.364
H -12.091 2.354 -1.536
H -10.710 2.565 -0.420
H -12.088 3.694 -0.360
H -13.101 -0.184 0.200
H -11.727 0.026 1.311
H -11.467 0.131 -0.456
C -4.130 -4.951 4.490
O -3.147 -5.676 4.409
N -4.712 -4.520 5.663
C -5.878 -3.660 5.674
C -4.142 -4.941 6.926
H -4.642 -4.573 3.590
H -5.628 -2.734 6.198
H -6.690 -4.172 6.198
H -6.201 -3.422 4.657
H -3.103 -4.602 6.978
H -4.160 -6.034 6.978
H -4.708 -4.523 7.763

Cartesian forces, eV/Å:
C -2.4 -2.1 -2.1
C 2.8 1.6 1.5
C -1.1 -2.7 1.1
C -2.6 -0.9 2.0
C 0.0 0.6 0.7
C 0.2 0.8 -1.5
C 1.0 -2.2 1.3
Cl 0.8 -1.3 1.6
C -1.2 2.6 1.4
C -0.9 0.1 0.6
C 5.1 -4.2 -3.3
O -4.5 4.6 5.7
I 1.0 -0.4 0.6
C 1.2 4.7 0.2
P -0.5 -0.2 0.5
C 1.1 -1.4 -0.9
C -0.1 0.5 0.4
C 0.3 -1.6 0.6
C 1.7 1.3 -1.4
C 1.4 -2.2 -1.6
C 1.7 3.0 2.1
O -2.9 -6.3 -4.6
C -3.6 -1.8 0.0
C 0.4 -3.0 0.2
C 0.8 -0.3 0.7
C -3.6 -2.9 4.6
O 5.6 4.0 -5.7
O -1.0 -2.9 -1.5
C 2.3 -1.4 -0.2
Br 2.2 -1.8 0.1
C 4.8 1.6 0.0
S -4.6 -2.8 5.9
O 4.6 -1.6 -2.6
O 1.5 4.8 -3.5
C -0.7 -2.9 -2.8
F 5.0 1.7 0.9
F -2.3 4.2 1.5
C -0.4 0.4 -3.3
F 2.6 -4.6 -1.0
F -5.3 0.3 1.0
F 2.0 1.7 4.5
C 0.8 1.3 0.3
O 0.2 4.9 0.9
C 1.3 -2.4 1.8
C 0.3 -0.3 -0.8
C 0.0 -0.4 -0.1
C -1.7 1.9 -0.2
C 0.4 -3.4 2.6
O -0.9 6.6 -5.2
H -0.8 0.8 -2.3
H -1.5 -2.5 0.9
H 1.7 -1.8 1.0
H -1.7 1.0 1.2
H -1.5 -1.4 -1.6
H 0.7 -2.1 -0.5
H -1.9 -0.6 1.6
H -1.1 2.2 1.0
H 1.5 1.5 -1.7
H -0.6 2.0 -1.6
H -2.3 -0.6 0.4
H 1.0 2.4 0.0
H -2.5 0.6 0.0
H 1.0 -0.7 2.1
H 0.4 2.3 0.1
H 1.1 -0.4 -2.4
H -0.3 -2.2 0.6
H -1.1 1.9 1.4
H -0.9 0.4 -2.1
H 1.7 -1.3 1.0
H -2.5 -0.4 0.9
H -1.6 0.0 -0.3
H 1.6 0.9 -1.5
H -1.7 -1.0 -1.6
H 1.1 1.8 -1.3
H -2.6 0.0 -0.6
H 2.5 -0.2 0.9
H -2.0 -1.0 1.5
H -0.3 2.6 0.6
C 0.3 0.4 0.6
O -0.3 1.0 -0.1
N -0.4 -1.2 -1.0
C 0.1 -0.1 0.1
C -0.1 0.1 -0.2
H 0.0 0.1 0.1
H -0.2 0.1 0.0
H 0.0 0.2 -0.2
H 0.1 -0.1 0.1
H -0.2 0.4 0.1
H 0.2 0.1 0.1
H -0.1 -0.3 -0.3
C 0.0 -0.8 -0.1
O -0.3 0.1 -1.0
N 0.2 1.0 1.0
C 0.0 -0.2 0.1
C 0.1 0.0 0.3
H 0.0 0.0 -0.1
H 0.1 0.1 -0.2
H -0.2 0.1 -0.1
H 0.0 -0.2 0.1
H 0.2 -0.2 -0.1
H -0.3 -0.1 -0.1
H 0.0 0.2 0.1
C -0.8 0.0 0.4
O 0.2 -0.8 0.5
N 0.8 0.7 -1.0
C -0.1 0.1 0.0
C 0.0 0.3 -0.2
H 0.0 -0.1 0.1
H 0.2 -0.1 0.1
H 0.1 -0.2 0.0
H -0.3 0.0 0.0
H -0.1 0.1 0.2
H -0.2 -0.1 0.0
H 0.2 0.1 -0.1
C -0.1 -0.9 -0.5
O -0.2 0.1 -0.7
N 0.4 1.0 1.3
C 0.0 -0.4 0.2
C 0.1 0.0 0.3
H 0.0 0.0 -0.1
H 0.3 0.2 -0.1
H -0.1 0.1 -0.1
H 0.2 -0.8 0.2
H 0.1 -0.2 -0.1
H -0.2 -0.2 0.0
H 0.0 0.2 0.2
C 0.1 0.7 0.2
O 0.6 -0.4 0.8
N -0.6 -0.6 -1.0
C 0.0 0.3 -0.1
C -0.2 0.1 -0.3
H 0.1 0.0 0.1
H 0.1 -0.2 0.0
H 0.0 -0.2 0.2
H 0.0 0.2 0.0
H 0.2 0.1 0.0
H -0.1 0.1 0.2
H -0.1 -0.1 -0.2
C 0.2 -0.7 -0.1
O 0.6 0.3 -0.8
N -0.8 0.7 0.9
C 0.0 -0.2 0.1
C -0.2 -0.1 0.3
H 0.1 0.0 -0.1
H 0.1 0.2 0.0
H 0.0 0.2 -0.2
H 0.0 -0.2 0.0
H 0.2 -0.1 0.0
H -0.1 -0.2 -0.2
H -0.1 0.2 0.1
C 0.1 -0.1 0.7
O -0.7 0.5 0.4
N 0.4 -0.3 -1.3
C 0.1 -0.1 0.1
C 0.2 -0.2 -0.1
H -0.1 0.1 0.1
H -0.2 0.0 -0.1
H -0.1 0.2 -0.1
H 0.1 -0.1 0.1
H -0.1 -0.1 0.2
H 0.1 0.1 0.2
H 0.0 0.0 -0.2

Its lowest unoccupied orbital energy is -2.66 eV. The HOMO-LUMO gap is 5.832 eV.



# 2
A cluster of 12 separate species, C52H80F32O12 in total at a distorted geometry, computed with ωB97M-V/def2-TZVPD.

Geometry (Å):
C 0.086 -5.534 2.706
C 0.358 -6.230 1.366
C -0.783 -7.201 1.095
F -0.593 -7.774 -0.117
F -0.974 -8.062 2.122
F 0.394 -5.334 0.343
F 1.572 -6.830 1.473
O 0.926 -4.402 2.873
C 1.220 -4.170 4.212
C 1.988 -2.850 4.208
F 1.237 -1.797 3.827
F 2.430 -2.597 5.474
F 0.130 -4.094 4.966
F 1.972 -5.179 4.655
H 0.161 -6.345 3.433
H -0.956 -5.211 2.773
H -1.735 -6.676 0.998
H 2.835 -2.894 3.516
C 1.052 0.312 0.791
C -0.404 0.170 1.310
C -0.735 0.852 2.651
F -0.261 2.131 2.655
F -2.062 0.877 2.906
F -1.322 0.727 0.468
F -0.667 -1.169 1.348
O 1.014 0.016 -0.572
C 1.434 -1.255 -0.985
C 0.235 -2.066 -1.522
F -0.560 -1.313 -2.308
F 0.689 -3.199 -2.116
F 2.280 -1.078 -2.032
F 2.164 -1.882 -0.058
H 1.761 -0.192 1.447
H 1.396 1.347 0.877
H -0.265 0.366 3.516
H -0.411 -2.446 -0.724
C 2.730 -2.492 -6.531
C 3.272 -3.827 -6.000
C 2.868 -4.105 -4.527
F 3.422 -5.244 -4.043
F 3.131 -3.071 -3.701
F 2.732 -4.835 -6.749
F 4.619 -3.879 -6.163
O 1.374 -2.263 -6.162
C 0.555 -1.667 -7.135
C 0.201 -2.594 -8.284
F -0.870 -2.150 -8.990
F 1.228 -2.836 -9.127
F -0.517 -1.323 -6.404
F 1.138 -0.521 -7.571
H 2.938 -2.384 -7.596
H 3.278 -1.667 -6.063
H 1.780 -4.229 -4.489
H -0.143 -3.544 -7.858
C -0.472 3.532 5.901
C 0.619 2.901 6.781
C 0.061 2.555 8.177
F -1.169 1.976 8.198
F 0.965 1.791 8.852
F 1.204 1.834 6.204
F 1.573 3.849 6.982
O -0.810 4.788 6.509
C -1.048 5.785 5.590
C -1.429 7.026 6.399
F -0.412 7.362 7.230
F -1.666 8.105 5.632
F 0.019 5.945 4.783
F -2.070 5.392 4.784
H -1.350 2.889 5.987
H -0.188 3.616 4.854
H -0.016 3.459 8.793
H -2.321 6.719 6.955
C 0.556 5.020 1.602
C 1.223 6.154 0.806
C 0.150 7.210 0.623
O -1.049 6.496 0.756
C -0.908 5.498 1.759
H 1.044 4.930 2.573
H 0.679 4.108 1.023
H 1.572 5.758 -0.152
H 2.163 6.451 1.276
H 0.129 7.685 -0.359
H 0.232 8.020 1.362
H -1.607 4.678 1.592
H -1.169 5.921 2.725
C 0.021 2.154 -2.864
C 0.109 3.328 -1.888
C 0.329 4.501 -2.834
O -0.495 4.187 -3.937
C -0.627 2.793 -4.085
H -0.424 1.205 -2.568
H 1.049 1.871 -3.125
H 0.850 3.199 -1.100
H -0.900 3.436 -1.477
H 1.375 4.612 -3.143
H 0.000 5.421 -2.348
H -0.182 2.481 -5.035
H -1.655 2.417 -4.125
C 4.287 1.621 4.887
C 4.757 0.243 4.361
C 4.323 0.301 2.892
O 3.783 1.574 2.610
C 4.165 2.474 3.628
H 5.103 1.977 5.519
H 3.367 1.628 5.465
H 4.307 -0.603 4.877
H 5.843 0.203 4.374
H 3.580 -0.408 2.513
H 5.233 0.033 2.339
H 3.433 3.260 3.814
H 5.123 2.917 3.329
C -3.905 2.916 -1.657
C -3.823 4.216 -0.792
C -3.332 5.286 -1.763
O -3.186 4.699 -3.040
C -4.009 3.544 -3.056
H -4.833 2.417 -1.380
H -3.036 2.290 -1.474
H -3.172 4.026 0.064
H -4.779 4.425 -0.309
H -2.380 5.661 -1.384
H -4.089 6.075 -1.827
H -3.716 2.863 -3.859
H -5.007 3.795 -3.441
C -3.451 0.072 -3.613
C -2.950 -0.120 -4.998
C -4.168 -0.717 -5.709
O -4.950 -1.365 -4.699
C -4.326 -1.153 -3.421
H -4.105 0.945 -3.581
H -2.729 0.115 -2.796
H -1.992 -0.652 -5.031
H -2.550 0.793 -5.456
H -3.773 -1.456 -6.407
H -4.728 0.096 -6.171
H -3.715 -2.060 -3.291
H -5.004 -1.172 -2.567
C -0.639 -6.187 -4.523
C -1.667 -5.403 -3.698
C -2.083 -4.303 -4.679
O -1.486 -4.598 -5.942
C -1.167 -5.997 -5.931
H -0.636 -7.252 -4.270
H 0.403 -5.893 -4.396
H -1.211 -5.009 -2.791
H -2.506 -6.048 -3.437
H -1.630 -3.379 -4.313
H -3.169 -4.208 -4.741
H -0.434 -6.276 -6.688
H -2.045 -6.622 -6.119
C 5.024 -3.667 -0.737
C 6.213 -2.940 -0.187
C 7.264 -4.077 -0.121
O 6.844 -5.031 -1.114
C 5.652 -4.618 -1.766
H 4.326 -3.012 -1.271
H 4.398 -4.225 -0.040
H 6.081 -2.458 0.785
H 6.622 -2.138 -0.804
H 7.269 -4.459 0.898
H 8.198 -3.656 -0.488
H 4.946 -5.447 -1.821
H 5.809 -4.106 -2.717
C -4.651 2.022 5.638
C -5.091 1.701 4.207
C -5.518 0.223 4.332
O -5.201 -0.218 5.649
C -4.168 0.666 6.112
H -5.493 2.343 6.256
H -3.955 2.862 5.681
H -4.194 1.895 3.616
H -5.831 2.447 3.921
H -5.155 -0.397 3.508
H -6.596 0.234 4.140
H -3.134 0.428 5.852
H -4.283 0.604 7.196

Cartesian forces, eV/Å:
C -0.9 -0.3 -0.6
C 0.2 0.9 1.3
C -1.1 0.8 -0.8
F 0.3 -0.9 0.5
F 0.7 -0.5 -0.4
F 0.1 -0.3 0.1
F -0.3 -0.1 -0.5
O -0.1 -0.4 0.9
C 0.0 0.4 -2.1
C 1.2 0.3 0.5
F -0.5 -0.1 0.0
F -0.1 -0.1 -0.4
F -0.5 0.0 0.4
F 0.4 -0.1 0.7
H 0.6 0.4 0.3
H 0.0 0.1 -0.3
H 0.1 0.4 0.1
H 0.0 -0.2 0.2
C -0.9 1.8 0.9
C -0.1 0.6 -0.1
C 0.9 -0.6 1.5
F -0.3 0.0 -0.4
F 0.1 0.0 -0.5
F 0.5 -0.2 -0.5
F -0.3 0.1 0.4
O 0.9 -1.7 -0.5
C 0.2 1.4 -1.2
C -0.8 -1.1 1.9
F 0.7 -0.2 -0.6
F 0.1 0.5 -0.8
F -0.3 0.3 0.1
F -0.6 -0.4 0.3
H -0.2 -0.7 -0.4
H -0.4 0.1 -0.1
H 0.0 -0.2 -0.3
H 0.2 0.4 0.3
C 1.0 1.1 0.6
C -0.4 0.1 0.1
C -1.4 -0.3 -0.1
F 0.3 0.4 -0.3
F 0.8 0.1 -0.2
F 0.1 0.0 0.2
F -0.4 0.2 0.1
O -0.3 -0.6 -1.3
C 1.2 0.6 1.9
C -1.5 -1.7 0.0
F 0.5 0.7 -0.1
F 0.1 0.5 0.1
F -0.2 -0.2 -0.9
F -0.1 -0.3 -0.2
H -0.2 -0.5 0.0
H 0.3 -0.3 0.1
H 0.1 -0.1 -0.2
H 0.4 0.0 0.2
C -0.4 -0.7 0.6
C -0.7 0.9 0.0
C 0.5 0.8 1.6
F 0.6 -0.4 -0.6
F -0.4 -0.4 -0.5
F -0.4 -0.1 -0.1
F 0.3 -0.3 0.1
O 0.1 0.3 -0.6
C 0.5 -1.1 0.3
C 0.1 0.1 0.2
F -0.2 -0.4 -0.1
F -0.2 -0.4 -0.3
F 0.0 0.4 0.1
F -0.2 0.5 0.1
H 0.0 0.0 -0.3
H 0.3 0.1 0.1
H -0.1 0.2 -0.5
H 0.0 0.5 0.2
C 0.0 0.6 0.5
C 1.1 -0.4 -0.4
C 0.3 0.2 0.1
O -1.3 -0.2 -0.2
C 0.6 -0.3 -0.5
H -0.1 -0.3 0.0
H -0.4 -0.2 0.3
H -0.3 0.1 -0.2
H -0.3 0.5 0.2
H 0.1 -0.1 0.0
H -0.1 -0.1 0.1
H -0.1 0.2 -0.3
H 0.4 0.1 0.1
C 1.7 -0.2 -0.6
C -0.8 -0.6 -0.1
C -0.1 -0.5 0.5
O -0.2 0.6 -0.4
C -0.1 -0.9 0.0
H -0.4 0.4 0.4
H 0.0 0.0 0.0
H 0.0 0.1 0.0
H 0.2 0.3 0.4
H 0.1 -0.1 0.0
H -0.1 0.2 -0.4
H 0.2 0.0 0.1
H -0.3 0.8 0.0
C 1.2 -0.2 0.3
C -1.2 0.5 -0.3
C 0.4 -0.9 -0.6
O -0.5 0.2 -0.3
C 0.5 -0.2 0.6
H -0.3 0.3 0.2
H 0.0 -0.3 -0.1
H 0.2 0.0 0.2
H 0.0 -0.2 0.3
H -0.1 -0.3 0.6
H -0.1 0.6 -0.6
H -0.1 0.0 -0.6
H 0.0 0.2 0.3
C -1.2 1.6 0.2
C 0.0 -1.3 0.5
C -0.3 0.3 0.6
O 0.0 -0.6 0.1
C 0.2 -0.7 -0.9
H 0.2 -0.5 -0.1
H 0.0 -0.1 -0.4
H 0.3 0.3 -0.2
H -0.2 0.2 -0.4
H 0.0 0.3 -0.5
H 0.3 0.3 0.1
H 0.8 0.2 0.1
H -0.4 0.2 1.0
C -0.8 -0.1 1.3
C 1.6 0.8 -0.5
C 1.2 -0.2 0.4
O -0.6 0.4 0.1
C 0.8 -1.2 -0.7
H 0.1 0.0 0.2
H 0.2 0.3 -0.2
H -0.8 -1.0 0.2
H -0.8 0.3 -0.1
H -0.6 0.0 -0.4
H -0.2 -0.3 -0.2
H 0.4 0.2 0.3
H -0.5 0.5 -0.4
C -0.4 -1.5 0.2
C 0.5 -0.3 -0.2
C 0.5 0.4 0.6
O -0.2 -0.5 -0.5
C 0.5 0.3 0.4
H -0.1 0.0 0.1
H -0.1 0.5 -0.1
H -0.2 0.1 0.1
H 0.0 0.0 0.1
H -0.3 0.3 -0.4
H 0.0 0.1 -0.2
H 0.0 0.5 -0.2
H -0.2 0.1 0.1
C -1.1 0.8 -1.6
C 0.9 0.0 0.9
C -0.9 1.1 -1.2
O 0.5 -0.5 0.2
C -0.8 0.4 1.9
H 0.0 0.1 0.2
H 0.4 0.0 0.4
H -0.2 -0.3 0.1
H -0.5 -0.1 -0.5
H 0.4 -0.6 -0.2
H 0.5 -0.3 0.6
H 0.5 -0.3 -0.7
H 0.2 -0.3 -0.1
C -0.1 0.4 0.1
C 1.0 0.7 0.7
C -1.2 1.0 -1.2
O 0.9 0.2 -1.1
C -1.1 0.3 1.7
H -0.1 -0.3 0.0
H 0.3 -0.3 0.0
H -0.2 -0.4 -0.5
H -0.3 -0.5 -0.4
H 0.7 -0.2 0.4
H -0.1 -0.4 0.7
H -0.1 -0.3 -0.5
H 0.5 -0.1 0.0

Its lowest unoccupied orbital energy is 0.09 eV. The HOMO-LUMO gap is 9.017 eV.



> Which of these has the lowest HOMO-LUMO gap?

C52H78BrClF5IN7O15PS



> The lowest HOMO-LUMO gap belongs to which entry?

C52H78BrClF5IN7O15PS



> Which value of HOMO-LUMO gap does entry 1 give?

5.832 eV